# 1
A structure of composition C8H21FIOP2Sn, computed with the ωB97M-V functional and the def2-TZVPD basis.

Properties
- E_LUMO (spin up / spin down) (eV) = -15.76 / -15.75
- maximum force (Eh/bohr) = 0.053
- net charge = +3

Element x y z (Å)
C 0.092 0.038 -1.799
I 2.837 -0.067 -0.859
H 1.019 0.354 -2.302
H -0.707 0.732 -2.051
H -0.188 -0.958 -2.139
Sn -0.135 0.006 0.484
P 0.113 2.678 0.225
C -1.251 3.609 0.993
C 1.618 3.353 0.991
H 1.751 4.396 0.666
H 0.359 4.447 -1.406
H 2.477 2.737 0.684
H 0.968 2.883 -2.048
H -1.170 3.528 2.082
H 1.514 3.311 2.080
C 0.169 3.363 -1.472
H -1.182 4.664 0.686
H -0.789 3.201 -1.985
H -2.219 3.195 0.669
P 0.119 -2.688 0.268
C -1.243 -3.713 0.899
C 0.344 -3.329 -1.430
H 2.455 -2.732 0.830
H 1.741 -4.389 0.830
H 1.437 -3.266 2.205
C 1.588 -3.340 1.117
H 1.181 -2.808 -1.907
H 0.545 -4.408 -1.391
H -1.055 -4.761 0.635
H -2.190 -3.393 0.443
H -0.566 -3.150 -2.021
H -1.306 -3.618 1.994
C -2.383 0.131 1.133
O -3.204 0.965 0.922
F -2.738 -0.968 1.973

# 2
A structure of composition C4H5CoO4, computed with the ωB97M-V functional and the def2-TZVPD basis.

Properties
- ⟨S²⟩ = 3.758
- E_LUMO (spin up / spin down) (eV) = -5.05 / -5.92
- maximum force (Eh/bohr) = 0.059
- multiplicity = 4
- net charge = +1

Element x y z (Å)
O 0.076 1.533 1.051
C -0.675 0.879 2.203
O -0.289 1.145 3.304
O -0.214 -2.220 0.432
C 0.524 -1.966 -0.509
C 0.530 -0.620 -1.154
O -0.565 0.127 -0.672
C -0.345 1.488 -0.268
Co -1.432 -0.708 0.972
H 1.264 -2.704 -0.859
H 0.480 -0.741 -2.248
H 1.500 -0.148 -0.921
H -1.296 2.011 -0.435
H 0.443 1.924 -0.896

# 3
An isolated molecule of C8H13ISi, computed with the ωB97M-V functional and the def2-TZVPD basis.

Properties
- SMILES = CC1([Si](C)(C)C#CI)CC1
- E_LUMO (eV) = 0.36
- maximum force (Eh/bohr) = 0.101

Element x y z (Å)
C -1.434 1.654 0.543
C -0.087 0.914 -0.177
Si 0.175 -0.911 0.491
C 0.017 -0.708 2.465
C -1.177 -1.925 -0.506
C 1.820 -1.061 -0.385
C 2.955 -0.997 -0.688
I 4.523 -1.696 -1.574
C 0.742 1.783 -1.082
C -0.252 0.886 -1.771
H -1.873 0.965 1.338
H -0.708 2.273 1.137
H -2.224 2.256 0.155
H -0.781 -0.222 2.936
H 0.331 -1.648 2.902
H 0.813 -0.124 2.799
H -2.187 -1.630 -0.084
H -1.227 -1.653 -1.519
H -1.086 -3.007 -0.459
H 1.721 1.272 -1.143
H 0.742 2.831 -0.958
H -1.119 0.826 -2.375
H 0.317 -0.078 -2.046

# 4
A cluster of 2 separate species, C5H8O in total, computed with the ωB97M-V functional and the def2-TZVPD basis.

Properties
- E_LUMO (eV) = 0.46
- maximum force (Eh/bohr) = 0.013

Element x y z (Å)
C 0.844 1.723 -0.529
C 0.318 0.369 -0.194
C -0.483 -0.440 -0.901
C -0.546 -1.777 -0.270
O 0.089 -1.658 0.885
C 0.679 -0.360 1.059
H 0.613 2.448 0.258
H 0.427 2.082 -1.473
H 1.936 1.689 -0.630
H -0.986 -0.200 -1.833
H -2.216 -1.996 0.090
H -2.699 -1.471 0.381
H 1.751 -0.528 1.197
H 0.274 0.118 1.960

# 5
A structure of composition C20H31N3O2S, computed with the ωB97M-V functional and the def2-TZVPD basis.

Properties
- E_LUMO (eV) = 0.58
- maximum force (Eh/bohr) = 0.002

Element x y z (Å)
C -1.979 3.190 1.647
C -1.932 3.335 0.131
C -1.560 2.039 -0.597
C -0.055 1.775 -0.444
N 0.329 0.367 -0.449
C 1.358 -0.099 -1.374
C -0.069 -0.364 0.627
O -0.767 0.130 1.505
C 0.319 -1.831 0.686
C 0.585 -2.315 2.108
C 0.461 -3.838 2.202
C 0.625 -4.327 3.639
C 1.946 -3.857 4.242
C 2.086 -2.342 4.127
C 1.933 -1.898 2.686
C 2.623 -0.633 2.279
C 3.180 -1.968 1.848
N -2.029 2.167 -1.986
C -1.456 1.791 -3.152
O -0.360 1.265 -3.262
C -2.291 2.066 -4.362
C -3.652 1.972 -4.438
S -4.148 2.313 -6.019
N -2.633 2.584 -6.592
C -1.746 2.414 -5.641
C -0.293 2.598 -5.940
H -2.251 4.139 2.111
H -2.714 2.440 1.940
H -1.024 2.871 2.061
H -2.917 3.663 -0.217
H -1.227 4.119 -0.166
H -2.094 1.212 -0.127
H 0.493 2.285 -1.232
H 0.242 2.206 0.514
H 2.276 -0.370 -0.845
H 1.013 -0.949 -1.961
H 1.576 0.698 -2.074
H -0.546 -2.375 0.291
H 1.151 -2.071 0.027
H -0.188 -1.869 2.742
H -0.510 -4.152 1.809
H 1.226 -4.300 1.567
H -0.203 -3.937 4.241
H 0.556 -5.417 3.678
H 2.021 -4.170 5.286
H 2.776 -4.332 3.706
H 1.317 -1.852 4.735
H 3.055 -2.015 4.513
H 2.176 -0.003 1.522
H 3.154 -0.086 3.047
H 4.085 -2.321 2.327
H 3.104 -2.234 0.801
H -2.895 2.671 -2.080
H -4.346 1.692 -3.660
H 0.167 3.282 -5.227
H 0.234 1.649 -5.851
H -0.180 2.991 -6.948

# 6
A structure of composition C23H23NO2Tm, computed with the ωB97M-V functional and the def2-TZVPD basis.

Properties
- ⟨S²⟩ = 3.755
- E_LUMO (spin up / spin down) (eV) = 0.30 / 0.31
- maximum force (Eh/bohr) = 0.044
- multiplicity = 4

Element x y z (Å)
C 0.837 -1.936 2.343
C -0.490 -2.189 1.857
C -0.395 -2.503 0.463
H -1.430 -2.157 2.412
C 0.987 -2.449 0.091
C 1.746 -2.083 1.246
H 2.828 -1.996 1.352
H 1.164 -1.717 3.362
H -1.254 -2.742 -0.165
H 1.402 -2.699 -0.884
C -0.569 2.106 0.983
C -0.229 1.653 2.294
C 1.185 1.431 2.350
H -0.970 1.566 3.082
C 1.733 1.800 1.083
C 0.641 2.223 0.235
H 0.737 2.610 -0.782
H -1.598 2.319 0.693
H 1.747 1.098 3.220
H 2.800 1.825 0.847
Tm 0.301 -0.177 0.781
O 0.098 -0.319 -3.109
C -1.028 -1.049 -3.633
C 0.299 -1.077 -4.377
H -1.292 -1.947 -3.047
H -1.838 -0.465 -4.107
H 0.861 -2.015 -4.253
H 1.199 -2.079 -6.714
C 0.956 -1.023 -6.803
C 0.480 -0.347 -5.653
C 0.118 1.007 -5.776
H -0.262 1.550 -4.907
C 0.271 1.664 -6.996
H 0.014 2.720 -7.061
C 0.752 0.990 -8.123
H 0.863 1.515 -9.071
C 1.088 -0.363 -8.019
H 1.455 -0.900 -8.890
O -0.816 -0.392 3.785
N -0.978 -0.085 5.037
C -2.253 -0.123 5.459
C -2.612 0.685 6.530
C -1.582 1.173 7.361
C -0.222 0.981 7.009
C 0.062 0.420 5.772
H -2.969 -0.560 4.723
H -3.670 0.933 6.622
H -1.832 1.619 8.341
H 0.613 1.231 7.695
H 1.052 0.273 5.345

# 7
A structure of composition C17H12BrFLiN3O5S, computed with the ωB97M-V functional and the def2-TZVPD basis.

Properties
- E_LUMO (eV) = 3.90
- maximum force (Eh/bohr) = 0.016
- net charge = -2

Element x y z (Å)
Li 0.474 -1.714 0.554
O 3.121 -0.750 5.971
C 2.525 -0.675 4.741
C 1.143 -0.627 4.586
C 0.628 -0.491 3.305
N 1.387 -0.410 2.232
C 2.680 -0.524 2.384
Br 3.718 -0.527 0.829
C 3.325 -0.638 3.607
H 2.428 -0.810 6.639
H 0.491 -0.695 5.451
H -0.433 -0.469 3.110
H 4.397 -0.704 3.697
O -1.426 -0.305 -6.119
C -0.245 -0.508 -5.802
O 0.744 -0.629 -6.546
C 0.051 -0.623 -4.273
C 1.362 -0.565 -3.812
C 1.625 -0.724 -2.464
N 0.684 -0.902 -1.551
C -0.577 -0.920 -1.969
C -0.935 -0.797 -3.310
C -1.650 -1.031 -0.897
O -2.823 -0.827 -1.260
O -1.274 -1.266 0.270
H 2.158 -0.411 -4.524
H 2.639 -0.699 -2.085
H -1.981 -0.847 -3.578
S 0.748 2.477 0.627
C -0.832 2.116 0.288
N -1.229 1.973 -1.015
C -2.508 1.777 -1.385
C -3.501 1.773 -0.449
C -3.146 1.848 0.912
C -1.843 2.016 1.271
H -0.486 1.902 -1.701
H -2.687 1.657 -2.442
H -4.522 1.621 -0.748
H -3.908 1.751 1.673
H -1.525 2.058 2.300
F 1.203 -2.884 1.479

> Among the records above, which one has the lowest maximum force?

C20H31N3O2S

> Which of these has the highest maximum force?

C8H13ISi

> Look up the maximum force of the seventh one.

0.016 Eh/bohr

> maximum force of number 1 (C8H21FIOP2Sn)?

0.053 Eh/bohr